112
Properties=species:S:1:pos:R:3:forces:R:3 method="wB97M-V/def2-TZVPD" multiplicity=1 largest_force_ev_per_a=3.0 smiles=OCCO.OCCO.OCCO.OCCO.CCO.CCO.CCO.CCO.CCO.CCO.CCO.CCO energy_ev=-58808.3833 charge=0 relative_energy_ev=3.714 e_homo_ev=-9.6
O 3.00336 -4.94981 -0.95888 0.5 -0.6 -0.3
C 1.77451 -4.40142 -1.38328 0.9 2.1 0.3
C 1.95738 -2.85090 -1.34468 2.1 -1.1 0.7
O 0.82214 -2.13657 -1.49950 -2.7 0.8 -0.9
H 3.27497 -5.42602 -1.74694 0.7 -0.2 0.5
H 1.67806 -4.68972 -2.43002 -1.1 -0.1 0.1
H 1.01417 -4.73529 -0.67722 -0.5 0.0 -0.5
H 2.71723 -2.50046 -2.04319 0.2 -0.7 -0.7
H 2.38178 -2.43602 -0.43042 0.5 -1.2 0.9
H 1.14161 -1.25065 -1.31325 -0.7 0.7 0.1
O 2.43600 -0.00480 3.71654 0.7 -0.6 -0.5
C 3.24258 -0.79977 4.58596 -0.4 0.6 1.7
C 2.36653 -1.90942 5.23708 1.3 -0.5 -2.3
O 1.23763 -1.25556 5.67649 -1.1 1.0 1.0
H 1.53438 -0.01163 4.04613 -0.2 0.0 0.2
H 4.20009 -1.04402 4.12594 -0.5 -0.7 -0.5
H 3.56792 -0.15817 5.40487 -0.1 0.3 0.4
H 2.86427 -2.54732 5.96746 0.2 0.4 0.3
H 2.07887 -2.55549 4.40765 0.0 -0.5 -0.2
H 0.68541 -1.79714 6.24512 0.1 -0.1 -0.1
O 6.44463 0.55695 0.54233 0.7 0.1 1.6
C 6.00718 0.50486 1.93389 -0.3 -0.1 -1.8
C 5.04407 1.64389 2.18541 -0.2 0.1 -0.1
O 3.71814 1.34495 1.72455 0.6 0.2 0.0
H 5.66918 0.41423 -0.00531 -0.5 -0.4 0.0
H 5.48960 -0.44310 2.08079 -0.2 -0.2 0.1
H 6.84468 0.48429 2.63122 0.3 0.4 -0.4
H 5.35096 2.54006 1.64616 0.3 -0.1 0.1
H 4.99943 1.85718 3.25341 0.0 0.2 0.2
H 3.34407 0.89425 2.48517 -0.9 -0.4 0.1
O -1.44319 -3.17120 0.60646 -0.1 0.6 -0.4
C -1.23657 -3.17824 2.00315 1.6 -2.0 0.4
C -1.46111 -4.70418 2.43729 -0.5 1.3 1.2
O -2.83312 -4.76024 2.50916 -2.8 -0.7 0.2
H -0.61633 -3.14191 0.11959 0.3 0.1 -0.1
H -0.27968 -2.82360 2.38614 0.6 0.1 -0.8
H -1.92152 -2.45452 2.44492 -0.6 -0.8 0.2
H -1.17306 -5.01153 3.44261 0.6 0.8 0.3
H -1.18761 -5.59511 1.87201 1.2 0.8 -1.1
H -3.17477 -4.47866 1.65734 -0.3 0.0 -0.2
C -2.82431 3.98003 2.53482 0.1 0.2 0.8
C -3.89435 3.19334 1.73920 2.7 1.2 -0.2
O -3.29495 1.99506 1.29436 0.0 -0.3 1.5
H -2.68287 3.65365 3.56515 -0.2 -0.7 0.0
H -3.08622 5.02421 2.70566 -0.2 0.2 -0.5
H -1.82367 3.94861 2.10373 -0.2 -0.1 -0.4
H -4.00416 3.78406 0.82976 -1.1 0.3 0.2
H -4.73984 3.14251 2.42524 -0.5 -0.6 -0.6
H -3.49590 1.82295 0.37154 -0.6 -0.2 -0.2
C -0.74586 0.31009 -0.23978 -0.6 0.5 -0.5
C 0.44080 0.45387 0.69285 0.2 -0.6 -0.7
O 1.69236 0.14864 0.02074 -0.9 -0.1 -0.2
H -0.66441 0.98077 -1.09515 0.2 0.5 0.0
H -1.65443 0.59624 0.29004 0.1 0.1 0.2
H -0.99407 -0.63311 -0.72647 0.6 -0.5 0.6
H 0.34259 -0.23409 1.53260 0.0 0.1 0.2
H 0.51935 1.48678 1.03199 -0.2 -0.1 0.2
H 2.38305 0.62511 0.48713 0.5 0.3 0.3
C 1.05856 2.93896 3.87187 -0.1 0.1 0.3
C 1.60588 2.49485 5.21935 -0.3 0.4 1.8
O 1.06819 3.29506 6.36062 0.5 -0.7 -1.2
H 1.84779 3.13779 3.14683 0.0 -0.1 0.0
H 0.51073 3.86433 4.04984 -0.1 0.0 -0.2
H 0.35433 2.21492 3.46208 0.0 0.0 -0.1
H 2.69334 2.53477 5.28220 0.1 0.1 -0.2
H 1.34653 1.47791 5.51376 -0.2 0.1 -0.3
H 1.67782 4.02525 6.49011 0.0 0.1 0.0
C 3.09038 0.37700 -3.07200 0.5 -0.2 0.8
C 4.28494 0.47006 -2.09504 -1.5 0.9 0.4
O 4.17862 -0.49696 -0.97889 1.7 0.6 -2.0
H 3.11617 1.16187 -3.82791 0.5 -0.1 0.0
H 2.12855 0.47246 -2.56815 0.0 -0.2 0.1
H 3.20846 -0.59839 -3.54400 -0.5 0.0 -0.2
H 4.40860 1.46243 -1.66143 -0.7 0.3 0.3
H 5.15569 0.50913 -2.74954 0.6 -1.6 0.6
H 3.26706 -0.54151 -0.68111 -0.3 0.3 -0.2
C -0.53646 3.23195 -4.30620 -0.6 1.2 1.6
C 0.90421 3.77874 -4.24260 -1.7 -0.9 -0.2
O 1.64167 2.93777 -5.06728 1.8 0.1 -1.2
H -1.16406 3.97216 -3.80989 -0.4 0.2 -0.1
H -0.74790 2.34567 -3.70796 0.6 -0.3 0.0
H -0.97309 3.05448 -5.28903 0.6 0.3 -0.2
H 1.31427 3.87669 -3.23743 -0.1 -0.4 0.3
H 0.91334 4.80672 -4.60493 0.2 -0.2 -0.6
H 1.80143 2.07058 -4.68774 -0.3 0.2 0.3
C -3.55292 -4.38750 -2.05431 0.0 0.3 1.7
C -3.86954 -2.94657 -2.23881 -0.2 1.0 0.8
O -3.84677 -2.19593 -0.95354 -0.1 -1.0 -2.4
H -3.56016 -4.84886 -3.04183 -0.1 -0.7 0.5
H -4.19864 -4.71388 -1.23907 -0.9 -0.9 -0.8
H -2.63503 -4.48697 -1.47493 0.8 0.0 -0.8
H -4.85982 -2.82383 -2.67743 -0.2 0.1 0.4
H -3.19317 -2.62035 -3.02887 0.4 1.0 0.3
H -2.94946 -2.31129 -0.63241 0.3 0.0 0.5
C -6.04615 2.23949 -1.35280 -0.3 -0.6 -1.0
C -5.52564 0.77435 -1.27133 0.1 1.3 1.1
O -4.14575 0.90727 -0.91642 0.4 -0.5 -0.6
H -5.43658 2.85807 -2.01150 0.7 -0.2 0.2
H -6.04145 2.67999 -0.35579 -0.2 0.0 -0.1
H -6.99760 2.38006 -1.86570 -0.5 -0.4 0.5
H -5.67712 0.09644 -2.11133 0.1 0.4 -0.3
H -5.95493 0.27626 -0.40201 -0.2 0.0 -0.1
H -3.63471 1.04610 -1.71714 0.0 0.0 -0.3
C -1.48664 -0.02056 -5.87668 -1.7 -0.5 1.1
C -2.32625 0.06749 -4.57247 1.7 -0.3 -0.1
O -3.14620 1.18543 -4.57181 -1.1 1.1 0.5
H -2.29199 -0.12083 -6.60432 0.3 0.3 -0.7
H -0.94085 -0.96309 -5.91948 0.4 0.3 0.0
H -0.90543 0.89272 -6.00403 0.1 -0.3 -0.2
H -1.67452 0.21370 -3.71109 0.3 -0.1 0.1
H -2.86893 -0.84624 -4.33023 -0.3 -0.2 -0.5
H -3.42557 1.49745 -5.43564 0.1 -0.4 -0.2